(1)
20
Properties=species:S:1:pos:R:3 method="wB97M-V/def2-TZVPD" charge=0 largest_force_ha_per_bohr=0.079 smiles=C[C@@H](N)CCS.O e_tot_ev=-18730.793 homo_energy_ev=-9.2 e_lumo_ev=0.86
C -1.9944 -0.0448 -1.2332
C -0.7364 -0.1833 -0.4332
C 0.2748 0.9679 -0.7529
C 1.4534 0.9426 0.2454
S 1.2245 1.8015 1.8646
N 0.1130 -1.4444 -0.8077
H -1.9191 0.6530 -2.0803
H -2.7520 0.1315 -0.5145
H -2.5458 -0.9520 -1.6370
H -0.9258 -0.3477 0.6633
H 0.7159 0.8669 -1.7467
H -0.3539 1.9392 -0.7974
H 1.7012 -0.0715 0.5027
H 2.2497 1.4597 -0.2269
H -0.0322 1.7510 1.9164
H -0.4371 -2.2848 -0.8547
H 0.6623 -1.3555 -1.6703
H 1.0015 -1.6050 1.7923
H 1.2628 -0.6553 3.0008
O 1.0376 -1.5690 2.7692

(2)
21
Properties=species:S:1:pos:R:3 method="wB97M-V/def2-TZVPD" charge=0 largest_force_ha_per_bohr=0.062 smiles=CCSSCCN.O e_tot_ev=-29566.191 homo_energy_ev=-8.8 e_lumo_ev=0.53
N -1.4957 1.3324 2.5795
C -1.0053 -0.0244 2.3656
C -1.2610 -0.8839 1.1492
S -0.9123 -0.0682 -0.4595
S 0.3125 1.4192 -0.6641
C 2.0173 0.8816 -0.8607
C 2.7357 0.0908 0.1774
H -2.4875 1.3862 2.3496
H -1.0195 1.8680 1.8504
H -1.1252 -0.6048 3.2780
H 0.1052 0.0594 2.3885
H -2.2781 -1.2085 1.0108
H -0.6266 -1.7445 1.2762
H 2.3911 1.9165 -1.0884
H 2.0771 0.3465 -1.8279
H 2.3032 -0.9156 0.3588
H 3.7471 -0.2569 -0.2594
H 2.9258 0.5534 1.1398
H -0.7288 -2.6643 -2.9147
H 0.1619 -3.3281 -1.9676
O -0.0501 -3.3544 -2.9114

(3)
21
Properties=species:S:1:pos:R:3 method="wB97M-V/def2-TZVPD" charge=+1 largest_force_ha_per_bohr=0.062 multiplicity=2 e_tot_ev=-29555.221 homo_energy_ev="-13.1 / -13.4" e_lumo_ev="-8.27 / -6.53" s2=1.64
S -3.8193 0.9704 0.6812
S 2.4189 0.8448 1.4881
C 1.1430 -0.2432 2.1598
C -0.1479 0.1103 1.4432
N -0.1688 -0.2557 0.0038
C -0.9632 0.6594 -0.7956
C -1.1141 0.2748 -2.2373
H 3.4024 0.3533 2.2547
H 1.3513 -1.2981 2.0677
H 0.9275 -0.0568 3.2157
H -1.0046 -0.3960 1.8951
H -0.3556 1.1778 1.5428
H -0.5055 -1.2247 -0.0044
H -0.5096 1.6373 -0.6363
H -1.9456 0.6676 -0.2247
H -1.2760 -0.7907 -2.4129
H -2.0263 0.6820 -2.6623
H -0.2621 0.5841 -2.8403
H 2.2629 -1.7136 -1.7188
H 1.1044 -0.7773 -1.2209
O 1.4881 -1.2057 -1.9987

(4)
19
Properties=species:S:1:pos:R:3 method="wB97M-V/def2-TZVPD" charge=0 largest_force_ha_per_bohr=0.083 smiles=CCN.CCS e_tot_ev=-16682.129 homo_energy_ev=-8.9 e_lumo_ev=0.78
C -1.7325 -1.3515 2.0665
C -2.2156 0.1246 1.9586
S -1.1791 1.5776 2.3955
H -1.8933 -1.9740 1.2701
H -2.1287 -1.8974 2.8734
H -0.6115 -1.3760 2.0921
H -3.3133 0.2990 2.2797
H -2.4742 0.2683 0.8802
C 2.2640 -0.4464 -1.8759
C 1.2468 0.6162 -2.3727
N 0.5075 1.3046 -1.3763
H 2.8750 -0.8176 -2.6514
H 3.0585 0.0611 -1.1211
H 1.8709 -1.2827 -1.2657
H 1.9582 1.3728 -3.0749
H 0.5687 0.2904 -3.1642
H 0.1103 1.0919 2.7136
H 1.2004 1.5716 -0.7640
H -0.1122 0.5674 -0.8634

(5)
20
Properties=species:S:1:pos:R:3 method="wB97M-V/def2-TZVPD" charge=-1 largest_force_ha_per_bohr=0.110 e_tot_ev=-10501.050 homo_energy_ev=-4.3 e_lumo_ev=3.80
C 0.6990 -0.2040 1.2781
O 0.7549 1.1486 1.2281
C -0.2365 -0.8885 0.2004
C -1.4625 0.1199 -0.0783
C -2.7279 -0.4839 -0.5889
H 1.6409 -0.6901 1.1353
H 0.2209 -0.5325 2.1800
H -0.6431 -1.8068 0.3195
H 0.2677 -0.9574 -0.7944
H -1.1468 0.8383 -0.7397
H -1.7183 0.6002 0.9187
H -3.6351 -0.0048 -0.3411
H -2.9623 -1.4216 -0.1318
H -2.6814 -0.8226 -1.6169
H 2.9384 0.9521 -0.5822
H 3.4210 0.1000 0.6566
O 3.6149 0.3192 -0.2069
H 1.0865 1.3617 -0.0149
H 1.1159 0.8106 -1.6308
O 1.4541 1.5616 -1.1907

(6)
23
Properties=species:S:1:pos:R:3 method="wB97M-V/def2-TZVPD" charge=+1 largest_force_ha_per_bohr=0.062 e_tot_ev=-16402.604 homo_energy_ev=-14.2 e_lumo_ev=-9.99
Al 0.8926 -3.1191 1.0281
B 3.1070 -0.9369 1.0065
H 3.6911 -0.0236 0.6384
H 3.6150 -1.4899 1.8654
H 2.0597 -0.5736 1.3342
H 3.1246 -1.7072 0.1405
B -1.9838 -2.2291 1.2139
H -1.1710 -1.5875 1.7147
H -1.5168 -2.7876 0.3023
H -2.4538 -2.9126 1.9875
H -2.8056 -1.6031 0.7110
O 0.5565 -0.7580 -0.6884
C 0.0963 0.3691 -0.7208
O -0.3725 0.9594 0.3762
C -0.9593 2.2221 0.0665
C -1.1995 2.1597 -1.4818
C -0.0931 1.1996 -1.9144
H -0.1735 2.9591 0.2484
H -1.8226 2.5073 0.6614
H -1.0510 3.1558 -1.8923
H -2.1723 1.7522 -1.7523
H 0.8143 1.8072 -2.0056
H -0.1823 0.6364 -2.8392

(7)
22
Properties=species:S:1:pos:R:3 method="wB97M-V/def2-TZVPD" charge=0 largest_force_ha_per_bohr=0.070 e_tot_ev=-34143.142 homo_energy_ev=-8.2 e_lumo_ev=0.55
C -0.9142 -1.5367 0.0645
C -3.0661 0.9082 1.0277
C 2.3842 -0.2349 -1.8420
C 2.4426 -0.4785 1.2665
N -0.1855 -0.2360 -0.0759
Si -1.8538 1.3957 -0.3678
Si 1.4999 0.1666 -0.1676
Cl 1.3964 2.1422 -0.0779
H -0.3014 -2.3253 -0.3191
H -1.2138 -1.5573 1.1259
H -1.7715 -1.4701 -0.5529
H -2.5020 0.8267 1.9433
H -3.9819 1.5099 1.1131
H -3.3799 -0.0334 0.7360
H 2.2330 0.7330 -2.5226
H 3.4343 -0.5449 -1.6836
H 1.9340 -1.1763 -2.3706
H 2.6729 0.3763 1.7855
H 1.9741 -1.1067 2.0003
H 3.3278 -0.9906 0.9623
H -2.6827 0.8309 -1.5558
H -1.4464 2.8012 -0.4893

(8)
22
Properties=species:S:1:pos:R:3 method="wB97M-V/def2-TZVPD" charge=+2 largest_force_ha_per_bohr=0.077 smiles=NC(C[NH3+])(C[NH3+])CI e_tot_ev=-16929.111 homo_energy_ev=-16.6 e_lumo_ev=-7.15
C 0.3349 -1.1265 -0.7306
C 1.0883 0.9599 0.6364
C -1.4291 0.9660 -0.3476
C -0.0340 -0.0406 0.3171
N -0.5100 -0.7256 1.4867
N -0.5379 -2.2826 -0.4620
N 1.4543 1.8924 -0.4684
I -3.2784 -0.1445 -0.3773
H 0.2052 -0.7736 -1.7539
H 1.3764 -1.4300 -0.5923
H 0.7682 1.5665 1.4898
H 1.9925 0.4180 0.9356
H -1.5353 1.8192 0.3128
H -1.1701 1.2406 -1.3622
H 0.2108 -0.9057 2.1786
H -1.3014 -0.2882 1.9454
H -1.3970 -2.2742 -1.0259
H -0.8017 -2.0712 0.5734
H -0.0853 -3.1972 -0.5603
H 2.1398 2.5846 -0.1271
H 0.6270 2.4092 -0.8015
H 1.8827 1.4034 -1.2667

(9)
19
Properties=species:S:1:pos:R:3 method="wB97M-V/def2-TZVPD" charge=+1 largest_force_ha_per_bohr=0.032 e_tot_ev=-5858.214 homo_energy_ev=-15.1 e_lumo_ev=-3.71
C -0.8812 1.1809 -0.4872
C -1.5475 0.8889 0.8323
N 0.3807 2.0249 -0.0918
H -0.5895 0.2902 -1.0322
H -1.4562 1.8467 -1.1214
H -2.0667 1.7592 1.2404
H -0.9548 0.3915 1.5943
H 0.7598 1.5860 0.7445
H 1.1287 2.3045 -0.7441
H -0.0526 2.8826 0.2183
H -2.3798 0.1840 0.7128
C 0.2504 -2.3513 -0.2938
C 1.6434 -1.8408 -0.0161
H 0.2047 -3.4114 -0.5373
H -0.3913 -2.1802 0.5723
H -0.2044 -1.8370 -1.1481
H 1.6097 -0.8097 0.3572
H 2.3588 -1.8538 -0.8382
H 2.1042 -2.4824 0.7402

(10)
19
Properties=species:S:1:pos:R:3 method="wB97M-V/def2-TZVPD" charge=+1 largest_force_ha_per_bohr=0.109 e_tot_ev=-5856.043 homo_energy_ev=-14.0 e_lumo_ev=-3.84
C 0.7909 -1.4621 1.9642
C 1.3491 -0.1109 1.8615
H 0.3133 -1.9446 1.0543
H 1.6781 -2.1879 2.2896
H 0.0384 -1.8739 2.6890
H 2.4295 -0.0037 1.5470
H 0.7863 0.6883 1.6693
H 1.4054 0.1832 2.9682
C -0.6719 0.4847 -0.9703
C 0.3554 0.8465 -1.8675
N -2.2017 0.4814 -1.5390
H -0.4222 -0.5487 -0.5150
H -0.6351 1.1454 -0.0215
H 0.0288 1.2974 -2.7954
H 1.0329 0.0471 -2.1980
H -2.2871 0.6449 -2.4993
H -2.2925 -0.5183 -1.2356
H -2.7113 1.1876 -1.0292
H 1.0138 1.6437 -1.3725

(11)
20
Properties=species:S:1:pos:R:3 method="wB97M-V/def2-TZVPD" charge=0 largest_force_ha_per_bohr=0.066 smiles=CCN.CCN e_tot_ev=-7353.301 homo_energy_ev=-9.0 e_lumo_ev=0.90
C -1.1258 -4.7055 0.6740
C -0.1348 -3.4607 0.6202
N -0.5678 -2.6087 -0.4447
H -2.2463 -4.3602 0.7189
H -1.0184 -5.3852 1.6400
H -1.0152 -5.2792 -0.2583
H 0.8821 -3.9569 0.3593
H 0.0361 -2.9029 1.6678
H -0.6011 -1.5751 -0.3270
H -1.5478 -2.9226 -0.7028
C 0.8508 3.2993 -1.4490
C 0.8056 3.3671 0.0656
N 0.7621 4.6335 0.8028
H -0.2254 3.6286 -1.6652
H 0.9937 2.2649 -1.7447
H 1.6000 3.8700 -1.9354
H 1.7019 2.7375 0.2226
H -0.1129 2.8413 0.2523
H -0.1167 5.0414 1.1551
H 1.0800 5.4733 0.3484

(12)
20
Properties=species:S:1:pos:R:3 method="wB97M-V/def2-TZVPD" charge=+1 largest_force_ha_per_bohr=0.092 multiplicity=2 e_tot_ev=-7344.095 homo_energy_ev="-11.0 / -11.0" e_lumo_ev="-3.74 / -8.35" s2=0.75
C -0.5433 1.0209 -4.8253
C 0.8954 1.5622 -5.0824
N 1.7707 0.6199 -5.7496
H -0.6016 -0.1070 -4.9136
H -0.8760 1.1655 -3.7443
H -1.2449 1.4629 -5.5939
H 0.5161 2.5245 -5.5160
H 1.4745 1.7631 -4.2613
H 1.2710 0.1094 -6.4628
H 2.3034 1.2369 -6.4130
C -0.6684 -1.8839 6.2454
N -0.7022 -1.5082 4.8088
C -0.1150 -0.2703 4.4283
H -1.1682 -1.2083 7.0361
H -1.3070 -2.8243 6.5909
H 0.3588 -2.1103 6.3919
H -1.6725 -1.7422 4.3250
H -0.9065 0.4370 3.8594
H 0.7910 -0.4904 3.7053
H 0.4247 0.2425 5.1709